Entry 1:
Computed, not measured: a molecular structure, C21H14Cl2GaN6 in a non-equilibrium geometry, with the ωB97M-V functional and the def2-TZVPD basis.

Last column: Löwdin charge in e.
Positions of all 44 atoms, in Å:
Ga -0.3082 -0.2513 -0.9440  0.517
C 1.4497 3.5510 -0.9040  -0.055
C 1.1075 2.2985 -1.3898  -0.093
N 0.4462 1.4634 -0.6143  0.048
C 0.2746 1.7904 0.7541  -0.109
C 0.6344 3.0449 1.2963  -0.179
C 1.3048 3.9095 0.4443  0.034
C 0.4611 3.3484 2.6820  0.005
C -0.2057 2.3997 3.4625  -0.043
C -0.5571 1.1807 2.8942  0.000
C -0.3418 0.7556 1.5740  -0.176
N -0.4349 -0.4639 0.9150  0.020
C -0.0907 -1.7343 1.4613  -0.158
C -0.2071 -2.2918 2.6846  0.012
C 0.3114 -3.6005 2.9340  -0.028
C 0.8350 -4.3648 1.9211  -0.021
C 0.8625 -3.8360 0.6211  -0.158
C 1.4394 -4.5258 -0.4639  0.034
C 1.5708 -4.0234 -1.7130  0.008
C 1.0560 -2.7066 -1.9505  -0.002
N 0.5131 -2.0240 -0.8849  0.061
C 0.4944 -2.5265 0.3970  -0.126
H 1.8913 4.2906 -1.5762  0.117
H 1.2508 2.0568 -2.4338  0.135
H 1.7405 4.8727 0.8672  0.159
H 0.8330 4.3214 3.0306  0.125
H -0.3947 2.5894 4.4862  0.105
H -1.0949 0.5508 3.5932  0.110
H -0.7936 -1.8341 3.4280  0.100
H 0.1536 -4.0676 3.9181  0.125
H 1.1677 -5.4038 2.0777  0.133
H 1.9205 -5.4362 -0.1456  0.131
H 2.0931 -4.4854 -2.4735  0.099
H 0.9881 -2.3577 -2.9581  0.102
Cl -2.6429 3.1909 -0.7463  0.557
C -2.6253 4.6270 -1.7480  -1.049
Cl -1.2113 4.8308 -2.7304  0.571
H -2.7018 5.4001 -1.0078  0.015
H -3.5243 4.6206 -2.4089  0.054
N -1.2609 -0.0539 -2.5115  0.155
C -1.7662 -0.9740 -3.0752  -0.274
N -2.3488 -1.8591 -3.7586  0.139
C -1.5355 -2.7724 -4.2877  -0.347
N -0.7540 -3.5003 -4.7167  0.144

Computed properties:
2S+1 = 1
HOMO-LUMO gap = 7.15 eV
Total charge = +1
Highest occupied orbital energy = -11.0392 eV

Entry 2:
Computed, not measured: 16 unconnected molecules or ions with the total composition C12H56O22 in a non-equilibrium geometry, with the ωB97M-V functional and the def2-TZVPD basis.

Last column: Löwdin charge in e.
Positions of all 90 atoms, in Å:
O -19.4550 -4.9580 6.9960  -0.026
H -20.0390 -4.2950 6.6740  -0.004
H -19.5600 -5.0600 7.9490  0.081
O -20.2630 -2.9200 5.3630  -0.025
H -20.8960 -2.2560 5.6930  0.080
H -19.7390 -2.4260 4.7570  0.002
O -17.1130 -4.6880 2.4930  0.013
H -17.3140 -4.9630 1.6530  -0.025
H -16.1950 -4.4980 2.5210  0.068
O -20.7310 -8.3710 6.7990  -0.087
H -20.4810 -8.6340 5.8520  0.094
H -19.8660 -8.1550 7.2400  0.080
O -18.4670 -2.3390 3.0410  -0.043
H -17.9840 -3.1770 3.0170  0.007
H -17.8080 -1.6810 2.8240  0.080
O -18.0090 -5.6670 0.0020  -0.043
H -17.1840 -6.0800 0.3350  0.074
H -18.7080 -5.9530 0.5860  -0.010
O -19.6590 -9.1090 1.9620  -0.049
H -20.2570 -8.8660 1.2900  -0.039
H -19.1390 -8.3560 2.2610  -0.021
O -19.3670 -2.8300 0.4880  -0.043
H -19.0800 -2.5900 1.3890  0.001
H -18.9850 -3.7230 0.4810  0.017
O -17.9560 -7.1810 3.1520  -0.028
H -18.6020 -7.0020 3.8200  -0.012
H -17.6760 -6.2960 3.0180  -0.031
O -21.7620 -7.8090 0.3300  -0.070
H -22.5180 -8.3630 0.2080  0.048
H -21.8320 -7.2120 -0.4920  0.029
C -24.5380 -8.2080 4.2440  -0.252
C -23.1860 -8.1180 4.8870  -0.275
O -23.3370 -8.5270 6.2140  -0.089
O -24.4260 -8.0630 2.8700  -0.045
H -25.0750 -7.3860 4.7030  0.113
H -25.0630 -9.1570 4.4520  0.137
H -22.9470 -7.0980 5.2250  0.121
H -22.4160 -8.7080 4.3730  0.133
H -22.4570 -8.4550 6.6040  0.021
H -24.4110 -7.1500 2.6860  0.007
C -16.6550 -4.4010 5.6240  -0.230
C -15.3250 -4.1840 4.9860  -0.259
O -15.1680 -2.8830 4.5040  -0.053
O -16.9760 -5.7700 5.8210  -0.085
H -17.5150 -4.1880 5.1000  0.075
H -16.6850 -4.0850 6.6460  0.120
H -15.2280 -4.8780 4.2190  0.086
H -14.5590 -4.4300 5.7190  0.135
H -14.1990 -2.6790 4.5340  0.119
H -17.9050 -5.8740 6.1080  0.051
C -26.2620 -4.8100 2.5580  -0.242
C -24.8210 -4.8330 1.9750  -0.237
O -23.9980 -5.2250 3.0240  -0.082
O -27.1450 -4.5300 1.4990  -0.062
H -26.3640 -4.0400 3.3790  0.137
H -26.4560 -5.7760 3.1020  0.125
H -24.5280 -3.7600 1.7820  0.133
H -24.6730 -5.4820 1.1590  0.113
H -23.9960 -4.4560 3.5870  0.089
H -26.7230 -4.9480 0.7150  0.099
C -20.4370 -5.1220 2.5880  -0.170
C -21.0280 -5.9900 3.6710  -0.199
O -20.0700 -6.4780 4.5970  -0.091
O -20.2640 -5.8180 1.3480  -0.081
H -19.5130 -4.6990 2.9020  0.088
H -21.0380 -4.2360 2.3460  0.094
H -21.4840 -6.8940 3.2620  0.119
H -21.7100 -5.3730 4.2450  0.107
H -19.9600 -5.7120 5.2080  0.067
H -21.0520 -6.2810 1.1100  0.030
C -22.6650 -3.8650 -2.2330  -0.216
C -21.8180 -4.7760 -1.2330  -0.187
O -22.1730 -6.0950 -1.5610  -0.098
O -22.7070 -2.5110 -1.8310  -0.089
H -23.7300 -4.1140 -2.4100  0.124
H -22.2020 -3.9060 -3.2010  0.102
H -22.3140 -4.7740 -0.2520  0.112
H -20.6900 -4.6450 -1.2680  0.151
H -21.8180 -6.3460 -2.4210  0.122
H -22.5270 -2.4960 -0.8580  0.051
C -22.0960 -1.9620 2.1890  -0.225
C -22.9870 -0.7060 2.1960  -0.206
O -22.8070 -0.1860 3.4980  -0.033
O -22.0600 -2.6040 0.9190  -0.120
H -22.5110 -2.7270 2.8700  0.102
H -21.1170 -1.7930 2.5750  0.097
H -24.0130 -1.0930 2.1130  0.126
H -22.6680 -0.1380 1.3490  0.120
H -23.5180 0.3870 3.6110  0.052
H -21.2170 -3.0060 0.6790  0.030

Computed properties:
2S+1 = 1
HOMO-LUMO gap = 8.98 eV
Total charge = 0
Highest occupied orbital energy = -9.1059 eV

Entry 3:
Computed, not measured: 2 unconnected molecules or ions with the total composition C8H19ClSi in a non-equilibrium geometry, with the ωB97M-V functional and the def2-TZVPD basis.

Last column: Löwdin charge in e.
Positions of all 29 atoms, in Å:
C -0.1832 -2.6461 0.1195  -0.088
C 1.7460 0.7167 -0.6994  -0.117
C -1.1940 1.5722 2.3111  -0.103
C -2.8502 -0.8837 -2.1910  -0.298
C -0.7047 -1.4447 1.0632  -0.251
C 1.2405 0.2362 0.6629  -0.240
C -1.1320 1.0404 0.9204  -0.249
C -0.1733 -0.1452 0.6558  -0.279
Si -1.0790 -0.2396 -2.6477  0.185
Cl -1.3192 1.5785 -3.3283  0.308
H 0.9694 -2.9294 0.4409  0.117
H -0.1899 -2.2060 -0.9707  0.039
H -0.8529 -3.5156 0.3015  0.055
H 2.7986 1.1031 -0.5994  0.090
H 1.0777 1.4530 -1.1492  0.044
H 1.8157 -0.0734 -1.4132  0.041
H -0.3818 1.9735 2.7931  0.032
H -1.4644 0.7890 3.1062  0.096
H -2.1689 2.1470 2.4561  0.099
H -2.8497 -1.9916 -1.9306  0.047
H -3.0617 -0.5064 -1.1926  -0.018
H -3.5918 -0.3977 -2.7958  -0.003
H -1.8292 -1.3510 1.1660  0.117
H -0.4980 -1.5883 2.1389  0.113
H 1.9124 -0.4833 0.9519  0.077
H 1.4835 1.0044 1.4120  0.120
H -2.0996 0.6852 0.5718  0.088
H -0.8761 1.7814 0.2122  0.083
H -0.4557 -1.2764 -3.3975  -0.104

Computed properties:
2S+1 = 1
HOMO-LUMO gap (spin up / spin down) = 7.68 / 7.16 eV
Total charge = 0
Highest occupied orbital energy (spin up / spin down) = -7.0832 / -7.2539 eV

Entry 4:
Computed, not measured: 2 unconnected molecules or ions with the total composition C29H40F in a non-equilibrium geometry, with the ωB97M-V functional and the def2-TZVPD basis.

Last column: Löwdin charge in e.
Positions of all 70 atoms, in Å:
C -4.2049 -2.1925 2.4278  -0.212
C -4.0813 -0.7166 2.8270  -0.215
C -3.9998 0.2204 1.6227  -0.220
C -4.1376 1.6971 1.9985  -0.210
C -3.0445 2.2128 2.9386  -0.204
C -1.6982 2.4138 2.2403  -0.211
C -0.7719 1.2102 2.2059  -0.219
C 0.5778 1.6180 1.5851  -0.154
C 1.5429 0.5005 1.2948  -0.302
C 2.8575 0.7558 1.1093  -0.014
C 1.0480 -0.9314 1.2611  -0.180
C 1.1500 -1.5968 2.6415  -0.195
C 0.7648 -3.0813 2.6622  -0.205
C -0.5539 -3.4168 1.9611  -0.219
C -1.7179 -2.6088 2.5191  -0.231
C -2.9913 -2.7806 1.7115  -0.216
H -4.3979 -2.7613 3.3444  0.114
H -5.0721 -2.3127 1.7712  0.110
H -4.9801 -0.4457 3.4033  0.122
H -3.2286 -0.5680 3.5108  0.101
H -3.0756 0.0531 1.0460  0.093
H -4.8210 -0.0404 0.9390  0.118
H -4.1228 2.2769 1.0666  0.109
H -5.1112 1.8492 2.4821  0.113
H -3.3550 3.1929 3.3184  0.110
H -2.9482 1.5589 3.8144  0.108
H -1.8537 2.7569 1.2039  0.119
H -1.1622 3.2058 2.7770  0.114
H -0.5926 0.8029 3.2156  0.122
H -1.2486 0.3863 1.6511  0.077
H 0.3665 2.1278 0.6258  0.124
H 1.0501 2.3914 2.2276  0.132
H 3.5490 -0.0690 0.9005  0.089
H 3.2687 1.7614 1.2492  0.081
H 0.0058 -0.9647 0.8989  0.099
H 1.6417 -1.5272 0.5435  0.122
H 2.1802 -1.4901 3.0152  0.120
H 0.5281 -1.0508 3.3683  0.104
H 1.5654 -3.6739 2.2026  0.111
H 0.7145 -3.3745 3.7197  0.117
H -0.4704 -3.2670 0.8742  0.109
H -0.7586 -4.4861 2.1174  0.119
H -1.8755 -2.9052 3.5688  0.135
H -1.4578 -1.5382 2.5777  0.078
H -3.1630 -3.8513 1.5353  0.117
H -2.8546 -2.3131 0.7247  0.111
F 6.1910 2.2645 -4.8243  0.062
C 5.3789 1.9229 -3.7666  -0.207
C 5.7643 2.3339 -2.4891  0.068
C 4.9357 1.9899 -1.4079  -0.016
C 3.7371 1.3481 -1.6347  -0.012
C 3.3026 0.9900 -2.9298  -0.172
C 1.9824 0.4646 -3.0006  0.146
C 1.2079 0.3652 -4.1888  -0.183
C 0.1051 -0.5384 -4.3022  0.015
C -0.4464 -0.8206 -5.5444  -0.041
C 0.0268 -0.1759 -6.6995  -0.008
C 0.9716 0.8531 -6.5736  -0.035
C 1.4979 1.1757 -5.3299  -0.005
C 4.2148 1.2052 -4.0131  0.080
H 6.6859 2.8838 -2.3431  0.137
H 5.2160 2.2398 -0.3836  0.124
H 3.0456 1.1011 -0.8294  0.057
H 1.5442 0.0991 -2.0665  0.142
H -0.2725 -1.0152 -3.3934  0.130
H -1.2464 -1.5576 -5.6284  0.122
H -0.3567 -0.4478 -7.6828  0.126
H 1.3192 1.4070 -7.4468  0.124
H 2.1581 2.0371 -5.2075  0.126
H 3.9766 0.8460 -5.0136  0.132

Computed properties:
2S+1 = 1
HOMO-LUMO gap = 5.63 eV
Total charge = +1
Highest occupied orbital energy = -11.6158 eV

Entry 5:
Computed, not measured: 9 unconnected molecules or ions with the total composition C44H76ClF5N5O18S9 in a non-equilibrium geometry, with the ωB97M-V functional and the def2-TZVPD basis.

Last column: Löwdin charge in e.
Positions of all 158 atoms, in Å:
C 0.6302 -5.7035 2.3093  -0.091
C 0.0003 -4.2609 2.3787  -0.186
C -0.2765 -3.6292 0.9381  -0.084
N 0.2541 -2.2576 0.9122  -0.078
N 1.5021 -1.9771 0.5537  0.201
C 1.6956 -0.6149 0.6350  -0.324
N 2.7850 0.0825 0.3950  -0.366
Cl 2.6597 1.7881 0.5525  0.886
C 4.0139 -0.5724 0.0135  -0.243
C 4.5863 -1.5875 0.8737  0.011
C 5.8163 -2.0895 0.3520  -0.011
C 6.3038 -1.5973 -0.8863  -0.132
N 5.7940 -0.6850 -1.7453  0.106
C 4.6522 -0.2144 -1.1981  -0.093
N 0.4837 -0.1074 1.0390  0.180
C -0.4010 -1.1126 1.2310  -0.220
S -2.0951 -0.8371 1.8287  0.796
O -2.1562 -1.2481 3.2100  -0.240
O -2.3190 0.5866 1.7698  -0.223
C -3.3982 -1.5879 0.7472  -0.412
F -3.1621 -1.2710 -0.5489  0.121
F -3.5456 -2.9286 0.9291  0.108
C -4.8279 -0.9510 1.1111  -0.511
F -5.7771 -1.9208 1.0187  0.147
F -4.8756 -0.5373 2.3922  0.166
F -5.1820 0.0139 0.2611  0.188
H 1.4976 -5.7549 3.0061  0.081
H 1.0022 -5.9594 1.2925  0.071
H -0.1088 -6.4673 2.6271  0.079
H 0.7449 -3.5877 2.8606  0.110
H -0.9376 -4.2260 2.9718  0.111
H -1.3562 -3.6918 0.6958  0.119
H 0.2497 -4.2618 0.1821  0.132
H 2.1938 -2.6652 0.2619  0.192
H 4.1125 -1.8800 1.8257  0.119
H 6.3743 -2.8697 0.8977  0.125
H 7.2732 -2.0293 -1.2202  0.112
H 4.1450 0.5797 -1.7969  0.125
C 7.5094 -2.0527 -6.3024  -0.219
C 7.0935 -3.4446 -6.7900  -0.216
C 7.5560 -4.4569 -5.7370  -0.221
S 7.5790 -3.5783 -4.1740  0.651
O 8.9407 -3.4913 -3.7142  -0.308
O 6.5139 -4.0732 -3.3301  -0.346
C 7.1017 -1.9882 -4.8347  -0.243
H 7.0356 -1.2616 -6.8840  0.116
H 8.5926 -1.9378 -6.3948  0.123
H 6.0052 -3.4857 -6.8876  0.116
H 7.5180 -3.6734 -7.7678  0.116
H 6.8749 -5.3028 -5.6636  0.102
H 8.5667 -4.8104 -5.9381  0.108
H 7.6015 -1.1936 -4.2832  0.101
H 6.0199 -1.8955 -4.7301  0.102
C 2.1004 2.8481 5.3103  -0.206
C 3.5697 3.1403 5.6273  -0.196
C 4.3136 1.7989 5.6397  -0.208
S 3.4131 0.7194 4.5281  0.669
O 2.8393 -0.3631 5.2941  -0.332
O 4.2106 0.4791 3.3402  -0.355
C 2.1179 1.8812 4.1318  -0.237
H 1.5473 3.7570 5.0714  0.122
H 1.6250 2.3807 6.1755  0.076
H 3.9896 3.7851 4.8497  0.115
H 3.6804 3.6606 6.5788  0.121
H 5.3387 1.9024 5.2873  0.103
H 4.3052 1.3446 6.6301  0.107
H 1.1750 1.3520 3.9951  0.106
H 2.3993 2.3915 3.2111  0.043
C 2.2300 7.7370 0.4138  -0.216
C 0.7627 7.6414 0.8439  -0.209
C 0.2826 6.2214 0.5259  -0.213
S 1.7334 5.1731 0.6090  0.648
O 2.0030 4.6498 -0.7090  -0.343
O 1.6378 4.3102 1.7679  -0.376
C 2.9024 6.4792 0.9524  -0.229
H 2.7061 8.6396 0.7964  0.120
H 2.2943 7.7575 -0.6774  0.123
H 0.6860 7.8238 1.9189  0.120
H 0.1454 8.3860 0.3414  0.119
H -0.4541 5.8730 1.2476  0.107
H -0.1241 6.1523 -0.4826  0.110
H 3.8541 6.2598 0.4715  0.110
H 3.0314 6.5341 2.0343  0.110
C -8.6698 -1.7215 -1.5551  -0.228
C -8.5271 -1.2572 -0.1011  -0.215
C -9.6820 -0.2934 0.1880  -0.211
S -11.0234 -0.7805 -0.8981  0.675
O -11.2565 0.2855 -1.8432  -0.321
O -12.0862 -1.3561 -0.1148  -0.315
C -10.1380 -2.0890 -1.7312  -0.212
H -8.0191 -2.5636 -1.7767  0.092
H -8.4064 -0.9044 -2.2309  0.093
H -8.5927 -2.1217 0.5655  0.121
H -7.5665 -0.7807 0.0766  0.081
H -10.0152 -0.3584 1.2222  0.105
H -9.4130 0.7357 -0.0507  0.103
H -10.4463 -2.1389 -2.7740  0.112
H -10.3740 -3.0256 -1.2246  0.112
C 8.3026 2.8552 -0.3834  -0.223
C 9.7715 3.1525 -0.0636  -0.214
C 10.5092 1.8108 -0.0046  -0.218
S 9.6127 0.6984 -1.0880  0.665
O 9.0295 -0.3533 -0.2873  -0.325
O 10.4110 0.4203 -2.2539  -0.315
C 8.3230 1.8528 -1.5321  -0.232
H 7.7555 3.7596 -0.6515  0.114
H 7.8167 2.4124 0.4910  0.118
H 10.1978 3.7724 -0.8565  0.119
H 9.8781 3.7008 0.8728  0.115
H 11.5368 1.8995 -0.3522  0.106
H 10.4921 1.3882 0.9996  0.106
H 7.3805 1.3234 -1.6587  0.077
H 8.6139 2.3320 -2.4679  0.111
C -1.1380 -1.4542 8.8364  -0.217
C -0.6896 -1.8748 7.4324  -0.212
C -0.3782 -0.5966 6.6476  -0.221
S 0.1190 0.6259 7.8605  0.670
O -0.8622 1.6821 7.8789  -0.309
O 1.5296 0.8943 7.7174  -0.334
C -0.1301 -0.4067 9.2963  -0.225
H -1.1742 -2.3017 9.5210  0.117
H -2.1383 -1.0155 8.7885  0.121
H 0.2116 -2.4895 7.5074  0.119
H -1.4508 -2.4706 6.9268  0.113
H 0.4334 -0.7464 5.9357  0.079
H -1.2609 -0.2184 6.1314  0.103
H -0.4860 0.1973 10.1288  0.111
H 0.8275 -0.8652 9.5464  0.110
C -3.8338 -3.2905 -5.3487  -0.216
C -3.6881 -2.8320 -3.8935  -0.222
C -4.8491 -1.8780 -3.5944  -0.220
S -6.1927 -2.3705 -4.6764  0.676
O -6.4432 -1.3041 -5.6118  -0.302
O -7.2480 -2.9592 -3.8883  -0.322
C -5.3011 -3.6683 -5.5194  -0.223
H -3.1760 -4.1292 -5.5768  0.118
H -3.5787 -2.4679 -6.0219  0.124
H -3.7449 -3.7007 -3.2310  0.115
H -2.7262 -2.3481 -3.7169  0.111
H -5.1771 -1.9518 -2.5584  0.088
H -4.5899 -0.8454 -3.8289  0.113
H -5.6152 -3.7163 -6.5603  0.113
H -5.5269 -4.6087 -5.0148  0.110
C -8.5649 1.0155 -4.2782  -0.235
C -9.4588 2.1046 -3.6764  -0.213
C -8.6536 3.4088 -3.6747  -0.217
S -7.4907 3.2808 -5.0342  0.667
O -6.1512 3.2426 -4.4925  -0.335
O -7.8676 4.2051 -6.0745  -0.325
C -7.9487 1.6271 -5.5300  -0.230
H -9.1291 0.1119 -4.5111  0.119
H -7.7769 0.7489 -3.5666  0.104
H -10.3521 2.2237 -4.2942  0.127
H -9.7896 1.8457 -2.6729  0.081
H -9.2910 4.2778 -3.8271  0.104
H -8.0821 3.5251 -2.7539  0.101
H -7.0711 1.0898 -5.8834  0.086
H -8.6850 1.7120 -6.3300  0.114

Computed properties:
2S+1 = 1
HOMO-LUMO gap = 7.22 eV
Total charge = +1
Highest occupied orbital energy = -11.2076 eV

Entry 6:
Computed, not measured: a gas-phase ion, C4H7N2 (charge +1) in a non-equilibrium geometry, with the ωB97M-V functional and the def2-TZVPD basis.

Last column: Löwdin charge in e.
Positions of all 13 atoms, in Å:
C 0.1976 0.1419 0.6187  -0.331
C -0.1479 1.0642 1.5274  0.144
C -0.6831 -0.5229 -0.4957  -0.158
C -0.2284 -0.2524 -1.7724  0.233
N 2.3408 -0.1761 1.2782  0.188
N 1.5274 -0.0872 0.4098  0.004
H 0.5980 1.4756 2.2003  0.083
H -1.1695 1.5082 1.6379  0.108
H -0.8135 -1.6976 -0.2740  0.235
H -1.6965 -0.2052 -0.3839  0.125
H 0.7943 -0.2766 -2.2350  0.133
H -0.9863 -0.4769 -2.5230  0.111
H 3.3573 -0.2579 1.2163  0.124

Computed properties:
2S+1 = 1
HOMO-LUMO gap (spin up / spin down) = 7.10 / 4.07 eV
Total charge = +1
Highest occupied orbital energy (spin up / spin down) = -13.7829 / -12.3473 eV

total charge of number 4 (C29H40F)?
+1